64
Properties=species:S:1:pos:R:3:forces:R:3 method="wB97M-V/def2-TZVPD" lumo_ev="-1.517 / -1.517" largest_force_ev_per_a=0.68 relative_energy_kcal_mol=0.7 s_squared=8.761 total_energy_ha=-2645.8434 spin_multiplicity=6
Ru 2.5844 -0.3757 2.7651 0.05 0.28 0.07
C 6.6023 -2.3803 2.8332 -0.01 0.07 0.11
C 5.1725 -2.2207 3.3192 -0.01 -0.20 -0.33
C 4.6447 -3.4911 3.9689 0.00 0.04 0.13
O 4.3079 -1.9632 2.1848 0.13 0.06 -0.16
C 5.0665 -1.0782 4.3385 -0.28 0.50 0.19
O 5.8887 -0.9711 5.2193 0.20 -0.16 0.03
O 4.0257 -0.2947 4.2161 0.13 -0.22 -0.07
H 6.6780 -3.2378 2.1663 -0.01 -0.06 -0.03
H 7.2584 -2.5188 3.6900 0.01 -0.01 -0.02
H 6.9311 -1.4860 2.3000 -0.01 0.03 0.00
H 4.8026 -4.3436 3.3110 0.02 -0.03 -0.05
H 3.5755 -3.4065 4.1717 0.00 0.05 0.00
H 5.1611 -3.6569 4.9139 0.01 -0.03 -0.02
H 4.8191 -1.5041 1.4929 -0.10 -0.04 0.13
S 0.9502 1.5821 2.5808 0.04 0.01 -0.06
C -0.1369 0.4313 3.2460 -0.14 -0.01 0.02
S 0.5931 -0.8655 4.1590 -0.32 0.15 -0.24
C -1.5088 0.5108 3.0224 0.10 -0.03 -0.20
C -2.0636 1.5005 2.1567 0.11 0.02 0.35
N -2.5527 2.2939 1.4732 -0.01 -0.14 -0.06
C -2.4287 -0.4589 3.5144 0.08 0.10 -0.03
N -3.2145 -1.2211 3.8716 -0.11 -0.11 0.04
C 0.7095 0.4760 -4.9250 0.00 -0.08 -0.09
C 0.9361 1.4941 -3.8247 0.07 0.20 0.15
N 1.0413 0.8823 -2.5012 -0.23 -0.17 0.00
C 2.2642 0.7248 -1.9314 0.20 0.16 0.19
C 2.4994 0.1107 -0.7420 -0.15 -0.21 -0.23
C 3.8330 0.1901 -0.0136 -0.39 0.08 -0.19
O 4.8630 -0.2067 -0.5390 0.04 -0.03 0.01
O 3.6848 0.6967 1.1483 0.26 -0.16 0.26
C 1.4155 -0.5723 -0.1185 -0.27 0.17 0.59
O 1.4756 -1.2123 0.9588 0.55 -0.11 -0.36
C 0.1021 -0.4030 -0.7255 0.25 -0.39 0.22
C -0.9825 -0.9589 -0.0427 -0.01 0.04 -0.06
C -2.2389 -0.6556 -0.4442 -0.06 0.25 -0.08
F -3.2877 -1.1145 0.2702 0.05 0.02 -0.05
C -2.4670 0.2122 -1.5280 -0.32 -0.37 0.24
C -1.3981 0.6738 -2.2634 0.24 -0.10 -0.03
C -0.0809 0.3760 -1.8602 -0.07 0.19 -0.18
N -3.7713 0.7185 -1.8166 0.25 0.22 -0.32
C -4.9356 -0.0844 -1.5036 0.05 -0.18 -0.03
C -6.1379 0.4861 -2.2235 -0.12 0.21 0.01
N -6.3240 1.9149 -1.7614 -0.02 -0.08 0.06
C -5.0882 2.7405 -2.0288 -0.18 -0.05 -0.14
C -3.9311 2.0799 -1.3210 -0.21 0.11 0.21
H 0.6470 0.9791 -5.8894 -0.01 0.00 -0.03
H -0.2111 -0.0865 -4.7721 -0.03 0.02 0.02
H 1.5323 -0.2374 -4.9650 0.03 0.01 0.01
H 0.1439 2.2452 -3.8030 0.02 -0.02 -0.01
H 1.8673 2.0364 -3.9863 -0.04 -0.02 -0.04
H 3.0807 1.1991 -2.4630 0.00 -0.06 -0.02
H -0.8076 -1.5567 0.8377 0.04 -0.05 0.11
H -1.5964 1.2951 -3.1248 -0.04 0.03 0.01
H -5.1535 -0.1209 -0.4282 -0.02 0.01 0.02
H -4.7840 -1.1117 -1.8350 -0.02 0.04 0.01
H -7.0538 -0.0497 -1.9806 0.03 -0.04 -0.01
H -5.9982 0.5264 -3.3027 0.02 -0.02 0.02
H -6.4950 1.9044 -0.7509 0.04 0.02 -0.04
H -7.1442 2.3340 -2.1986 0.04 -0.02 -0.02
H -5.2824 3.7517 -1.6768 0.04 -0.01 0.04
H -4.9597 2.7320 -3.1114 0.04 0.06 0.03
H -4.0969 2.0868 -0.2298 0.11 0.11 -0.13
H -3.0264 2.6592 -1.4982 -0.04 -0.05 0.04